{"formula": "C17H17ClN6O2OsS", "method": "wB97M-V/def2-TZVPD", "species": ["Os", "O", "C", "N", "C", "O", "C", "C", "C", "C", "C", "N", "C", "C", "C", "C", "C", "N", "H", "H", "H", "H", "H", "H", "H", "H", "C", "C", "C", "N", "N", "C", "N", "S", "H", "H", "H", "H", "H", "H", "H", "Cl", "C", "H", "H"], "coordinates": [[-0.816, 0.308, 0.152], [-2.997, -2.772, -1.230], [-2.332, -1.795, -1.083], [-1.943, -1.239, 0.173], [-2.407, -1.720, 1.435], [-3.115, -2.663, 1.601], [-1.835, -0.903, 2.570], [-2.109, -1.232, 3.879], [-1.599, -0.424, 4.887], [-0.847, 0.687, 4.544], [-0.607, 0.954, 3.207], [-1.084, 0.169, 2.236], [-1.731, -1.020, -2.236], [-2.001, -1.380, -3.537], [-1.472, -0.609, -4.564], [-0.698, 0.495, -4.247], [-0.461, 0.793, -2.916], [-0.960, 0.048, -1.926], [-2.725, -2.098, 4.081], [-1.797, -0.654, 5.925], [-0.446, 1.349, 5.298], [-0.022, 1.809, 2.900], [-2.627, -2.243, -3.718], [-1.672, -0.861, -5.597], [-0.279, 1.128, -5.016], [0.147, 1.640, -2.629], [4.521, 1.783, -1.311], [3.526, 1.866, -0.151], [2.680, 0.648, -0.017], [1.398, 0.626, 0.120], [0.894, -0.623, 0.249], [1.740, -1.617, 0.170], [1.429, -2.909, 0.226], [3.344, -0.973, -0.003], [5.168, 2.657, -1.298], [4.010, 1.751, -2.273], [5.163, 0.904, -1.234], [2.852, 2.715, -0.262], [4.062, 2.002, 0.792], [0.469, -3.205, 0.310], [2.137, -3.622, 0.173], [-2.713, 2.169, 0.069], [-0.976, 2.354, 0.092], [-0.644, 2.882, 0.981], [-0.625, 2.823, -0.823]], "homo_lumo_gap_ev": 8.20, "charge": 2, "homo_energy_ev": -15.4}



{"formula": "C17H17F6FeN7OS5Sb", "method": "wB97M-V/def2-TZVPD", "species": ["Fe", "N", "C", "O", "C", "C", "H", "H", "H", "H", "H", "H", "N", "C", "N", "C", "C", "S", "C", "C", "S", "C", "N", "N", "H", "H", "H", "H", "H", "H", "F", "Sb", "F", "F", "F", "F", "F", "S", "C", "S", "C", "N", "N", "C", "C", "C", "C", "C", "C", "S", "H", "H", "H", "H", "H"], "coordinates": [[0.155, 0.181, 0.068], [-2.306, -2.839, 1.544], [-1.206, -2.552, 0.848], [-1.230, -1.624, 0.003], [-0.033, -3.460, 1.103], [0.949, -3.487, -0.005], [-3.061, -2.173, 1.550], [-2.232, -3.440, 2.348], [-0.417, -4.467, 1.319], [0.436, -3.127, 2.041], [0.635, -3.219, -1.001], [1.828, -4.101, 0.101], [3.075, 2.417, -0.805], [1.913, 3.015, -0.479], [0.753, 2.419, -0.430], [-0.264, 3.317, -0.162], [0.130, 4.601, -0.006], [1.840, 4.734, -0.192], [-1.619, 2.801, -0.107], [-2.758, 3.504, 0.082], [-4.129, 2.457, 0.043], [-3.056, 1.109, -0.245], [-1.795, 1.446, -0.307], [-3.515, -0.144, -0.406], [3.063, 1.406, -0.803], [3.933, 2.871, -0.542], [-0.459, 5.470, 0.228], [-2.885, 4.556, 0.262], [-4.500, -0.325, -0.435], [-2.823, -0.885, -0.426], [-0.527, 0.327, 2.052], [-0.202, 0.080, 4.015], [1.180, -1.134, 3.544], [1.008, 1.513, 3.827], [0.034, -0.167, 5.855], [-1.674, 1.238, 4.220], [-1.398, -1.407, 3.837], [7.761, 0.937, 1.029], [6.362, 0.190, 0.578], [4.843, 0.546, 1.380], [3.994, -0.468, 0.196], [4.800, -1.026, -0.631], [6.107, -0.688, -0.441], [7.018, -1.224, -1.408], [8.400, -1.214, -1.243], [9.216, -1.700, -2.255], [8.675, -2.219, -3.418], [7.297, -2.282, -3.556], [6.470, -1.789, -2.564], [2.298, -0.650, 0.125], [8.846, -0.833, -0.344], [10.289, -1.667, -2.121], [9.321, -2.574, -4.210], [6.859, -2.711, -4.447], [5.399, -1.834, -2.669]], "s2": 8.7644, "spin_multiplicity": 6, "homo_lumo_gap_ev": [7.70, 7.37], "homo_energy_ev": [-7.7, -7.8]}



{"formula": "C17H17F6N2O7PV", "method": "wB97M-V/def2-TZVPD", "species": ["V", "O", "C", "O", "C", "C", "C", "C", "C", "C", "N", "C", "C", "C", "C", "C", "C", "N", "H", "H", "H", "H", "H", "H", "H", "H", "H", "H", "C", "C", "C", "O", "C", "O", "O", "H", "H", "H", "H", "H", "H", "H", "F", "P", "F", "F", "F", "F", "F", "O", "O"], "coordinates": [[-1.024, 0.121, -0.661], [3.984, -6.217, 3.665], [4.064, -4.974, 4.179], [4.668, -4.767, 5.191], [3.349, -3.882, 3.436], [2.788, -2.853, 4.177], [2.166, -1.793, 3.542], [2.117, -1.750, 2.149], [2.664, -2.786, 1.403], [3.291, -3.838, 2.049], [1.471, -0.693, 1.502], [1.694, 0.508, 1.743], [0.964, 1.681, 1.180], [1.416, 2.895, 1.674], [0.883, 4.100, 1.255], [-0.126, 4.073, 0.314], [-0.567, 2.852, -0.130], [-0.072, 1.662, 0.275], [3.403, -6.248, 2.899], [2.854, -2.888, 5.257], [1.694, -1.002, 4.113], [2.613, -2.744, 0.324], [3.750, -4.620, 1.455], [2.508, 0.807, 2.417], [2.221, 2.882, 2.395], [1.254, 5.038, 1.648], [-0.575, 4.975, -0.077], [-1.368, 2.830, -0.853], [-3.971, 1.318, 2.129], [-3.437, 0.279, 1.171], [-4.493, -0.717, 0.721], [-2.830, 0.946, -0.002], [-2.273, -0.502, 1.796], [-2.265, -0.813, 2.939], [-1.279, -0.766, 0.910], [-4.862, 1.797, 1.717], [-3.216, 2.080, 2.326], [-4.230, 0.835, 3.068], [-5.303, -0.203, 0.195], [-4.911, -1.211, 1.596], [-4.075, -1.475, 0.060], [-3.507, 1.061, -0.689], [-1.379, 1.083, -2.329], [-2.290, -0.143, -3.326], [-3.093, -1.269, -4.010], [-0.884, -0.785, -3.580], [-2.190, 0.825, -4.529], [-2.284, -1.025, -1.810], [-3.579, 0.586, -2.742], [0.311, -0.587, -1.053], [1.366, -1.150, -1.317]], "homo_lumo_gap_ev": [5.56, 5.54], "charge": 1, "homo_energy_ev": [-11.7, -11.7]}



{"formula": "C17H17F6N6O7Y", "method": "wB97M-V/def2-TZVPD", "species": ["Y", "O", "C", "O", "C", "C", "C", "C", "C", "C", "C", "C", "C", "N", "H", "H", "H", "H", "H", "H", "N", "N", "C", "N", "N", "N", "O", "O", "H", "H", "H", "H", "H", "C", "O", "C", "O", "H", "H", "H", "C", "C", "O", "C", "F", "F", "F", "C", "F", "F", "F", "H", "H", "H"], "coordinates": [[-0.282, -0.560, -0.874], [0.797, -4.396, -1.872], [0.567, -3.331, -1.335], [-0.373, -2.514, -1.586], [1.514, -2.903, -0.184], [2.314, -3.883, 0.436], [3.057, -3.539, 1.529], [3.074, -2.194, 1.955], [3.818, -1.746, 3.065], [3.834, -0.422, 3.402], [3.127, 0.516, 2.633], [2.386, 0.116, 1.554], [2.314, -1.251, 1.212], [1.506, -1.635, 0.188], [2.291, -4.887, 0.039], [3.630, -4.275, 2.073], [4.391, -2.463, 3.634], [4.414, -0.087, 4.250], [3.180, 1.560, 2.899], [1.867, 0.833, 0.923], [0.186, 2.535, 1.159], [-0.279, 2.151, 2.426], [-0.784, 0.957, 2.716], [-1.169, 0.711, 3.982], [-0.835, 0.054, 1.727], [-1.676, -0.953, 1.755], [-2.355, -1.208, 2.734], [-1.733, -1.627, 0.733], [-0.101, 3.499, 0.992], [-0.294, 1.947, 0.460], [-0.052, 2.795, 3.174], [-1.305, 1.476, 4.620], [-1.759, -0.111, 4.101], [-0.128, -0.583, -5.051], [-0.401, -0.456, -3.648], [0.637, -0.144, -2.809], [1.760, 0.027, -3.258], [-0.756, -1.388, -5.426], [0.930, -0.815, -5.183], [-0.371, 0.353, -5.557], [-3.384, 0.818, -2.282], [-2.412, 1.680, -1.459], [-1.622, 0.973, -0.608], [-3.228, 2.662, -0.580], [-3.867, 2.005, 0.393], [-2.428, 3.543, 0.054], [-4.147, 3.368, -1.242], [-1.499, 2.543, -2.400], [-1.881, 3.821, -2.528], [-0.244, 2.570, -1.897], [-1.405, 2.056, -3.636], [-4.072, 0.327, -1.596], [-2.812, 0.054, -2.813], [-3.940, 1.423, -2.994]], "homo_lumo_gap_ev": 7.13, "homo_energy_ev": -7.8}



{"formula": "C17H17LiN4O2S", "method": "wB97M-V/def2-TZVPD", "species": ["Li", "C", "C", "C", "C", "C", "C", "C", "H", "H", "H", "H", "H", "H", "H", "H", "N", "C", "C", "C", "C", "C", "C", "S", "O", "O", "N", "C", "N", "C", "C", "C", "N", "H", "H", "H", "H", "H", "H", "H", "H", "H"], "coordinates": [[0.026, 0.749, 2.134], [-4.011, 0.205, 1.694], [-2.802, 0.114, 2.601], [-2.396, 1.235, 3.363], [-1.259, 1.217, 4.203], [-0.518, 0.033, 4.314], [-0.909, -1.079, 3.543], [-2.080, -1.035, 2.760], [-4.555, -0.725, 1.650], [-3.599, 0.462, 0.738], [-4.555, 1.087, 2.036], [-2.974, 2.134, 3.220], [-1.051, 2.086, 4.811], [0.346, 0.041, 4.986], [-0.373, -2.007, 3.587], [-2.301, -2.066, 2.321], [0.960, -2.512, -5.289], [0.589, -1.597, -4.295], [0.852, -0.255, -4.488], [0.403, 0.618, -3.504], [-0.174, 0.181, -2.348], [-0.373, -1.180, -2.161], [-0.039, -2.101, -3.160], [-0.622, 1.311, -1.075], [-2.006, 1.116, -0.800], [-0.161, 2.593, -1.555], [0.151, 0.832, 0.193], [1.494, 0.775, 0.252], [2.291, 0.876, -0.830], [3.562, 0.861, -0.610], [4.165, 0.724, 0.662], [3.258, 0.672, 1.701], [1.938, 0.803, 1.532], [1.610, -2.064, -5.893], [1.181, -3.454, -4.986], [1.406, 0.151, -5.308], [0.530, 1.733, -3.641], [-0.863, -1.504, -1.238], [-0.118, -3.178, -3.105], [4.148, 0.997, -1.524], [5.243, 0.584, 0.776], [3.583, 0.564, 2.733]], "homo_lumo_gap_ev": 7.98, "homo_energy_ev": -7.8}



{"formula": "C17H17N3O3", "method": "wB97M-V/def2-TZVPD", "species": ["C", "C", "C", "C", "C", "C", "C", "N", "C", "O", "C", "C", "C", "O", "N", "C", "C", "C", "C", "C", "N", "C", "O", "H", "H", "H", "H", "H", "H", "H", "H", "H", "H", "H", "H", "H", "H", "H", "H", "H"], "coordinates": [[-4.389, -3.122, -0.042], [-3.875, -1.716, -0.114], [-4.584, -0.661, 0.445], [-4.096, 0.633, 0.400], [-2.883, 0.894, -0.214], [-2.170, -0.156, -0.792], [-2.662, -1.448, -0.735], [-0.968, 0.142, -1.439], [-0.346, 1.330, -1.337], [0.736, 1.555, -1.847], [-1.054, 2.381, -0.484], [-0.299, 2.479, 0.872], [0.341, 1.148, 1.248], [-0.305, 0.147, 1.485], [1.689, 1.172, 1.290], [2.475, -0.003, 1.596], [3.557, -0.266, 0.586], [3.430, 0.093, -0.751], [4.469, -0.192, -1.623], [5.596, -0.827, -1.127], [5.727, -1.174, 0.143], [4.737, -0.898, 0.970], [-2.438, 2.185, -0.302], [-4.242, -3.637, -0.989], [-3.850, -3.675, 0.728], [-5.447, -3.136, 0.206], [-5.530, -0.851, 0.928], [-4.646, 1.453, 0.833], [-2.091, -2.250, -1.180], [-0.480, -0.607, -1.914], [-0.969, 3.347, -0.997], [-1.034, 2.740, 1.636], [0.453, 3.264, 0.814], [2.193, 2.004, 1.028], [2.921, 0.098, 2.594], [1.769, -0.842, 1.627], [2.540, 0.589, -1.112], [4.399, 0.077, -2.665], [6.434, -1.070, -1.765], [4.892, -1.198, 2.000]], "homo_lumo_gap_ev": 8.88, "homo_energy_ev": -8.2}



{"formula": "C17H17N3O4", "method": "wB97M-V/def2-TZVPD", "species": ["C", "C", "H", "H", "O", "C", "O", "C", "C", "N", "C", "N", "N", "C", "C", "H", "C", "C", "C", "C", "C", "C", "H", "H", "O", "C", "H", "H", "H", "H", "H", "H", "C", "O", "C", "H", "H", "H", "H", "H", "H"], "coordinates": [[2.154, 1.999, 7.003], [3.194, 1.468, 6.010], [3.624, 2.194, 5.220], [4.071, 1.150, 6.692], [2.663, 0.518, 5.469], [2.035, 0.513, 4.424], [1.784, 1.502, 4.023], [1.669, -0.680, 3.740], [1.564, -0.636, 2.276], [0.192, -0.776, 1.765], [0.318, -0.767, 0.450], [1.361, -0.467, -0.321], [0.645, -0.318, -1.598], [-0.515, -0.620, -1.704], [-0.994, -0.577, -0.373], [-2.043, -0.924, 0.084], [-1.494, -0.504, -2.845], [-2.732, -0.250, -2.802], [-3.367, -0.114, -4.192], [-2.787, -0.506, -5.235], [-1.414, -0.607, -5.272], [-0.620, -0.920, -4.031], [0.411, -1.107, -4.212], [-0.960, -1.072, -6.175], [-3.236, -0.175, -6.595], [-4.829, -0.052, -6.601], [-5.175, 1.013, -6.055], [-4.957, -0.105, -7.677], [-5.424, -0.868, -5.852], [-4.537, 0.057, -3.980], [-3.068, 0.030, -2.003], [1.475, -0.152, -2.349], [2.564, -0.514, 0.029], [3.331, -0.293, -0.705], [2.582, -0.561, 1.542], [3.747, -0.633, 1.819], [0.656, -0.835, 4.107], [2.258, -1.835, 4.127], [2.654, 2.893, 7.585], [1.515, 2.324, 6.485], [1.683, 1.205, 7.727]], "homo_lumo_gap_ev": 7.83, "homo_energy_ev": -7.8}



{"formula": "C17H17N3O5S2", "method": "wB97M-V/def2-TZVPD", "species": ["C", "N", "C", "O", "C", "S", "C", "N", "C", "C", "C", "S", "O", "O", "N", "C", "C", "C", "C", "O", "C", "C", "C", "C", "C", "C", "O", "H", "H", "H", "H", "H", "H", "H", "H", "H", "H", "H", "H", "H", "H", "H", "H", "H"], "coordinates": [[0.356, 2.915, -3.611], [0.818, 3.819, -2.587], [-0.025, 4.473, -1.770], [-1.230, 4.407, -1.835], [0.639, 5.393, -0.744], [2.327, 4.932, -0.253], [1.955, 3.477, 0.592], [0.771, 3.008, 0.803], [0.980, 1.847, 1.509], [0.096, 0.909, 2.026], [0.661, -0.159, 2.688], [-0.399, -1.421, 3.387], [0.016, -1.673, 4.735], [-1.767, -1.098, 3.124], [0.083, -2.787, 2.535], [-0.517, -3.176, 1.335], [-0.668, -4.525, 1.020], [-1.234, -4.904, -0.177], [-1.677, -3.946, -1.089], [-2.232, -4.427, -2.238], [-2.738, -3.507, -3.174], [-1.524, -2.600, -0.776], [-0.942, -2.222, 0.423], [2.030, -0.316, 2.861], [2.924, 0.613, 2.359], [2.373, 1.686, 1.684], [2.984, 2.744, 1.085], [0.689, 3.248, -4.596], [0.727, 1.904, -3.429], [-0.732, 2.912, -3.578], [1.813, 3.940, -2.476], [0.719, 6.397, -1.163], [0.016, 5.423, 0.148], [-0.973, 1.004, 1.929], [0.323, -3.543, 3.158], [-0.338, -5.278, 1.722], [-1.355, -5.946, -0.427], [-3.529, -2.886, -2.741], [-1.947, -2.862, -3.573], [-3.153, -4.107, -3.982], [-1.854, -1.829, -1.454], [-0.833, -1.177, 0.656], [2.376, -1.176, 3.411], [3.990, 0.515, 2.486]], "homo_lumo_gap_ev": 8.43, "homo_energy_ev": -8.1}



no.,molecular weight (g/mol)
1,595.11
2,787.30
3,557.24
4,620.25
5,348.36
6,311.34
7,327.34
8,407.47